Record 1
Here is one molecule with the formula C3H6N2O3 in a non-equilibrium geometry from the OMol25 dataset. Energies are from ωB97M-V/def2-TZVPD.

ORCA input file:
```
! RIJCOSX wB97M-V def2-TZVPD def2/J DEFGRID3
* xyz 0 1
H -0.323 -2.279 -0.153
N 0.006 -1.410 -0.546
C -0.078 -0.324 0.019
N 1.281 0.403 0.734
C 2.537 0.429 0.035
O -0.856 0.734 0.008
C -2.416 0.298 -0.406
O -3.074 0.964 -1.140
O -2.890 -0.685 0.366
H 1.059 1.282 1.189
H 2.605 1.231 -0.709
H 3.352 0.589 0.752
H 2.660 -0.529 -0.469
H -3.863 -0.701 0.318
*
```

Results
- E_LUMO: 0.00120 hartree
- Energy relative to the best compared isomer or geometry (same formula, charge and spin): 4.318 eV
- SMILES: [H]/N=C(\NC)OC(=O)O
- HOMO: -8.6 eV

Table of natural (NBO) atomic charges, one value per atom, all in e: H 0.418; N -0.847; C 0.814; N -0.708; C -0.413; O -0.509; C 1.003; O -0.527; O -0.676; H 0.360; H 0.165; H 0.192; H 0.209; H 0.519

Record 2
Here is C36H28NO3P2RhS as an isolated structure from the OMol25 dataset. Energies are from ωB97M-V/def2-TZVPD.

ORCA input file:
```
! RIJCOSX wB97M-V def2-TZVPD def2/J DEFGRID3
* xyz 2 5
Rh -0.772 0.245 0.080
O 0.851 -0.441 3.047
S 0.904 -0.471 1.588
C 2.370 0.489 1.168
C 3.496 0.335 1.962
C 4.549 1.224 1.834
C 4.449 2.293 0.953
C 3.303 2.469 0.194
C 2.248 1.560 0.278
P 0.731 1.865 -0.692
C 1.134 1.794 -2.458
C 2.400 2.039 -2.984
C 2.569 2.092 -4.360
C 1.495 1.872 -5.209
C 0.239 1.586 -4.690
C 0.058 1.548 -3.318
C 0.339 3.603 -0.375
C 0.545 4.149 0.896
C 0.246 5.480 1.127
C -0.285 6.261 0.109
C -0.523 5.712 -1.145
C -0.224 4.382 -1.388
C 1.080 -2.229 1.142
C 2.248 -2.916 1.403
C 2.305 -4.286 1.167
C 1.192 -4.957 0.688
C 0.015 -4.265 0.429
C -0.060 -2.896 0.661
P -1.576 -1.978 0.239
C -2.082 -1.205 1.814
C -1.754 -1.745 3.053
C -1.915 -0.986 4.203
C -2.343 0.332 4.121
C -2.695 0.880 2.897
C -2.583 0.120 1.735
C -2.895 -3.106 -0.259
C -3.789 -3.568 0.711
C -4.827 -4.402 0.330
C -4.990 -4.752 -1.003
C -4.113 -4.274 -1.968
C -3.066 -3.445 -1.601
H 3.526 -0.457 2.700
H 5.433 1.097 2.444
H 5.258 3.007 0.880
H 3.205 3.340 -0.442
H 3.254 2.176 -2.336
H 3.548 2.300 -4.769
H 1.640 1.902 -6.281
H -0.593 1.391 -5.353
H -0.917 1.318 -2.897
H 0.950 3.538 1.694
H 0.427 5.912 2.102
H -0.519 7.301 0.293
H -0.937 6.320 -1.938
H -0.408 3.955 -2.364
H 3.118 -2.399 1.785
H 3.223 -4.823 1.364
H 1.237 -6.024 0.514
H -0.853 -4.794 0.057
H -1.363 -2.753 3.116
H -1.671 -1.423 5.162
H -2.416 0.927 5.021
H -3.088 1.887 2.846
H -3.052 0.479 0.817
H -3.672 -3.286 1.748
H -5.515 -4.767 1.080
H -5.809 -5.397 -1.291
H -4.255 -4.537 -3.007
H -2.390 -3.057 -2.353
O 2.000 -1.127 -3.268
N 1.327 -1.460 -2.378
O 1.036 -0.954 -1.322
*
```

Results
- E_LUMO (alpha / beta): -0.20356 / -0.30209 hartree
- ⟨S²⟩: 6.018
- HOMO (alpha / beta): -13.5 / -14.4 eV

Table of Mulliken atomic charges, one value per atom, all in e: Rh -0.827; O -0.585; S 1.474; C 0.247; C -0.632; C -0.964; C -0.955; C -0.147; C -0.449; P 1.530; C 0.574; C -0.328; C -0.746; C -0.628; C -0.771; C -0.347; C 0.700; C -0.332; C -0.820; C -0.519; C -0.738; C -0.425; C 0.444; C -0.666; C -0.910; C -0.908; C -1.028; C 0.737; P 1.784; C 0.290; C -0.181; C -0.747; C -0.572; C -0.938; C -0.504; C 0.295; C -0.189; C -0.766; C -0.523; C -0.720; C -0.265; H 0.590; H 0.449; H 0.474; H 0.665; H 0.468; H 0.448; H 0.430; H 0.467; H 0.406; H 0.471; H 0.449; H 0.431; H 0.451; H 0.379; H 0.316; H 0.461; H 0.459; H 0.535; H 0.498; H 0.453; H 0.465; H 0.539; H 0.626; H 0.396; H 0.440; H 0.418; H 0.429; H 0.441; O -0.270; N 0.255; O 0.012

Record 3
Here is C20H21ClF3N4O3PdS as an isolated structure from the OMol25 dataset. Energies are from ωB97M-V/def2-TZVPD.

ORCA input file:
```
! RIJCOSX wB97M-V def2-TZVPD def2/J DEFGRID3
* xyz -1 1
Pd 0.067 -0.076 -0.926
C 1.887 -5.211 -0.718
C 2.380 -4.612 0.596
N 2.962 -3.294 0.440
C 2.223 -2.161 0.221
S 0.565 -2.145 0.639
N 2.977 -1.179 -0.271
N 2.332 -0.067 -0.648
C 3.018 1.011 -0.786
C 4.475 1.098 -0.433
C 2.319 2.237 -1.246
C 2.791 3.501 -0.893
C 2.090 4.624 -1.295
C 0.942 4.468 -2.057
C 0.566 3.175 -2.395
N 1.238 2.099 -2.015
H 1.438 -6.193 -0.548
H 2.711 -5.327 -1.426
H 1.138 -4.556 -1.164
H 3.142 -5.255 1.046
H 1.554 -4.530 1.300
H 3.864 -3.250 -0.011
H 4.906 0.102 -0.463
H 4.614 1.492 0.579
H 5.004 1.756 -1.125
H 3.681 3.596 -0.284
H 2.431 5.612 -1.010
H 0.359 5.318 -2.386
H -0.319 2.986 -2.996
C -5.169 0.711 0.642
C -4.179 0.148 1.624
C -4.253 -1.185 2.013
C -3.328 -1.714 2.894
Cl -3.460 -3.391 3.364
C -2.301 -0.941 3.404
C -2.222 0.388 3.025
C -3.155 0.931 2.155
O -3.047 2.274 1.860
C -2.654 2.599 0.522
C -1.676 1.580 -0.047
O -0.585 1.425 0.566
O -2.000 0.919 -1.065
H -6.050 0.074 0.578
H -4.719 0.770 -0.352
H -5.480 1.715 0.934
H -5.037 -1.819 1.617
H -1.562 -1.377 4.062
H -1.413 1.019 3.366
H -2.154 3.566 0.588
H -3.522 2.678 -0.132
F 1.235 -1.997 -2.642
C 0.165 -1.184 -2.492
F 0.136 -0.421 -3.626
F -0.928 -1.988 -2.583
*
```

Results
- E_LUMO (alpha / beta): 0.10433 / 0.10434 hartree
- Energy relative to the best compared isomer or geometry (same formula, charge and spin): 0.667 eV
- HOMO (alpha / beta): -4.0 / -4.0 eV

Table of natural (NBO) atomic charges, one value per atom, all in e: Pd 0.805; C -0.624; C -0.216; N -0.613; C 0.293; S -0.383; N -0.487; N -0.226; C 0.171; C -0.681; C 0.182; C -0.249; C -0.176; C -0.281; C 0.053; N -0.419; H 0.195; H 0.190; H 0.238; H 0.176; H 0.224; H 0.381; H 0.254; H 0.215; H 0.205; H 0.213; H 0.205; H 0.209; H 0.200; C -0.638; C -0.045; C -0.222; C -0.034; Cl -0.029; C -0.244; C -0.157; C 0.263; O -0.523; C -0.159; C 0.722; O -0.735; O -0.719; H 0.208; H 0.243; H 0.216; H 0.215; H 0.227; H 0.228; H 0.200; H 0.176; F -0.356; C 0.832; F -0.366; F -0.358

Record 4
Here is one molecule with the formula C21H33N3O3 from the OMol25 dataset. Energies are from ωB97M-V/def2-TZVPD.

ORCA input file:
```
! RIJCOSX wB97M-V def2-TZVPD def2/J DEFGRID3
* xyz 0 1
C -6.575 -2.389 -0.797
C -5.820 -1.139 -0.465
C -6.289 0.101 -0.885
C -5.593 1.264 -0.609
C -4.405 1.206 0.105
C -3.940 -0.031 0.552
C -4.638 -1.192 0.261
N -2.776 -0.051 1.329
C -1.981 1.022 1.489
O -1.007 1.013 2.222
C -2.340 2.221 0.617
C -1.615 2.106 -0.736
C -0.133 2.488 -0.805
O 0.373 2.727 -1.883
N 0.537 2.536 0.358
C 1.972 2.706 0.401
C 2.703 1.482 0.997
N 2.738 0.271 0.203
C 1.427 -0.324 -0.001
C 1.459 -1.858 0.036
C 1.837 -2.330 1.436
C 0.094 -2.410 -0.368
C 3.550 0.364 -1.003
C 4.971 -0.223 -0.881
C 4.957 -1.737 -0.695
C 5.785 0.426 0.234
O -3.737 2.358 0.412
H -6.456 -2.628 -1.854
H -6.214 -3.231 -0.214
H -7.638 -2.257 -0.604
H -7.211 0.157 -1.442
H -5.957 2.225 -0.932
H -4.257 -2.139 0.614
H -2.544 -0.897 1.834
H -2.040 3.143 1.126
H -1.697 1.081 -1.116
H -2.135 2.751 -1.449
H 0.108 2.215 1.218
H 2.208 3.581 1.016
H 2.297 2.899 -0.624
H 2.233 1.236 1.955
H 3.731 1.787 1.196
H 0.774 0.002 0.810
H 0.978 0.003 -0.953
H 2.206 -2.216 -0.676
H 2.758 -1.848 1.752
H 1.976 -3.409 1.460
H 1.056 -2.065 2.147
H 0.094 -3.497 -0.326
H -0.163 -2.106 -1.381
H -0.676 -2.040 0.306
H 3.042 -0.170 -1.811
H 3.649 1.408 -1.325
H 5.466 -0.003 -1.836
H 4.440 -2.223 -1.519
H 5.975 -2.121 -0.660
H 4.459 -1.994 0.235
H 5.818 1.507 0.113
H 6.807 0.052 0.216
H 5.352 0.188 1.202
*
```

Results
- E_LUMO: 0.02231 hartree
- Energy relative to the best compared isomer or geometry (same formula, charge and spin): 0.662 eV
- SMILES: Cc1ccc2c(c1)NC(=O)[C@@H](CC(=O)NCCN(CC(C)C)CC(C)C)O2
- HOMO: -8.1 eV

Table of natural (NBO) atomic charges, one value per atom, all in e: C -0.624; C -0.018; C -0.202; C -0.249; C 0.315; C 0.074; C -0.226; N -0.588; C 0.669; O -0.625; C 0.000; C -0.524; C 0.685; O -0.638; N -0.637; C -0.256; C -0.212; N -0.475; C -0.222; C -0.214; C -0.615; C -0.604; C -0.210; C -0.215; C -0.610; C -0.611; O -0.487; H 0.223; H 0.214; H 0.221; H 0.213; H 0.229; H 0.210; H 0.420; H 0.227; H 0.235; H 0.256; H 0.423; H 0.195; H 0.233; H 0.197; H 0.205; H 0.208; H 0.176; H 0.197; H 0.221; H 0.205; H 0.198; H 0.210; H 0.208; H 0.186; H 0.197; H 0.183; H 0.193; H 0.202; H 0.207; H 0.209; H 0.202; H 0.209; H 0.207

Record 5
Here is C37H40MnN5O as an isolated structure from the OMol25 dataset. Energies are from ωB97M-V/def2-TZVPD.

ORCA input file:
```
! RIJCOSX wB97M-V def2-TZVPD def2/J DEFGRID3
* xyz 3 4
Mn 0.092 -0.034 0.179
C -0.962 1.222 3.366
C -1.346 0.628 2.044
C -1.537 -0.757 1.890
C -2.060 -1.297 0.710
C -2.491 -2.728 0.687
C -2.217 -0.437 -0.398
C -2.091 0.955 -0.274
C -2.481 1.878 -1.389
C -1.634 1.462 0.956
H -0.228 2.020 3.258
H -0.586 0.476 4.062
H -1.857 1.662 3.814
H -1.392 -1.409 2.744
H -1.658 -3.400 0.901
H -2.942 -3.002 -0.263
H -3.232 -2.873 1.475
H -2.584 -0.846 -1.332
H -1.606 2.319 -1.866
H -3.085 2.696 -0.996
H -3.061 1.357 -2.148
H -1.572 2.534 1.095
C 4.809 -1.067 -2.281
C 4.321 -1.519 -3.633
C 5.140 -1.367 -4.754
C 4.737 -1.794 -6.008
C 3.492 -2.390 -6.185
C 2.650 -2.536 -5.098
C 3.073 -2.103 -3.845
N 2.161 -2.274 -2.732
C 1.561 -1.269 -2.103
N 1.800 -0.029 -2.693
C 1.488 1.199 -2.241
C 0.841 1.394 -0.974
C 0.823 2.695 -0.520
C 1.304 3.765 -1.294
C 1.828 3.564 -2.578
C 1.943 2.298 -3.080
C 2.538 2.015 -4.424
N 0.790 -1.376 -1.047
C 0.495 -2.742 -0.640
C 1.102 -3.245 0.508
C 0.866 -4.553 0.899
C 0.052 -5.364 0.116
C -0.529 -4.859 -1.036
C -0.336 -3.538 -1.439
C -0.997 -3.047 -2.700
H 5.834 -1.400 -2.126
H 4.214 -1.471 -1.460
H 4.817 0.024 -2.203
H 6.121 -0.927 -4.628
H 5.402 -1.673 -6.852
H 3.186 -2.744 -7.159
H 1.675 -2.994 -5.209
H 1.994 -3.204 -2.369
H 2.340 -0.104 -3.555
H 0.439 2.936 0.461
H 1.250 4.771 -0.896
H 2.161 4.413 -3.159
H 2.817 2.942 -4.918
H 1.831 1.491 -5.074
H 3.445 1.406 -4.348
H 1.787 -2.623 1.070
H 1.334 -4.947 1.791
H -0.117 -6.394 0.396
H -1.156 -5.502 -1.642
H -2.062 -3.282 -2.687
H -0.587 -3.550 -3.578
H -0.888 -1.974 -2.850
N 5.479 -0.605 4.811
C 5.430 -0.667 3.469
O 6.346 -0.969 2.740
C 4.097 -0.366 2.806
C 2.859 -0.740 3.309
C 1.734 -0.551 2.529
N 1.769 0.005 1.302
C 2.978 0.383 0.833
C 4.143 0.206 1.540
H 6.362 -0.796 5.261
H 4.739 -0.215 5.366
H 2.758 -1.218 4.275
H 0.772 -0.890 2.878
H 3.007 0.825 -0.150
H 5.097 0.478 1.111
*
```

Results
- E_LUMO (alpha / beta): -0.35365 / -0.42369 hartree
- ⟨S²⟩: 3.824
- HOMO (alpha / beta): -16.7 / -16.7 eV

Table of natural (NBO) atomic charges, one value per atom, all in e: Mn 1.144; C -0.654; C 0.034; C -0.212; C 0.066; C -0.659; C -0.206; C 0.048; C -0.650; C -0.253; H 0.245; H 0.239; H 0.284; H 0.258; H 0.259; H 0.242; H 0.274; H 0.259; H 0.239; H 0.268; H 0.253; H 0.266; C -0.652; C -0.048; C -0.187; C -0.154; C -0.179; C -0.225; C 0.107; N -0.552; C 0.652; N -0.541; C 0.316; C -0.232; C -0.271; C -0.017; C -0.198; C 0.043; C -0.678; N -0.645; C 0.126; C -0.259; C -0.180; C -0.167; C -0.182; C -0.048; C -0.653; H 0.270; H 0.206; H 0.216; H 0.241; H 0.252; H 0.252; H 0.234; H 0.449; H 0.477; H 0.231; H 0.256; H 0.264; H 0.276; H 0.253; H 0.243; H 0.220; H 0.248; H 0.256; H 0.247; H 0.251; H 0.252; H 0.202; N -0.785; C 0.624; O -0.547; C -0.002; C -0.222; C 0.061; N -0.518; C 0.026; C -0.138; H 0.439; H 0.405; H 0.259; H 0.210; H 0.204; H 0.270

Record 6
Here is C18H17AsCuO2 as an isolated structure from the OMol25 dataset. Energies are from ωB97M-V/def2-TZVPD.

ORCA input file:
```
! RIJCOSX wB97M-V def2-TZVPD def2/J DEFGRID3
* xyz 1 1
Cu 2.108 -1.367 -2.386
O 1.139 -1.771 -0.874
As 0.221 -0.582 -0.091
C -0.684 0.497 -1.373
C -1.479 -0.138 -2.327
C -2.136 0.622 -3.280
C -2.000 2.006 -3.279
C -1.207 2.634 -2.330
C -0.544 1.880 -1.371
C -1.051 -1.429 1.034
C -0.597 -2.400 1.925
C -1.500 -3.011 2.777
C -2.842 -2.651 2.742
C -3.289 -1.682 1.857
C -2.392 -1.065 0.996
C 1.355 0.502 0.989
C 0.788 1.363 1.925
C 1.612 2.156 2.707
C 2.992 2.079 2.560
C 3.552 1.210 1.636
C 2.733 0.416 0.845
H -1.586 -1.217 -2.326
H -2.758 0.138 -4.021
H -2.517 2.596 -4.023
H -1.105 3.710 -2.334
H 0.078 2.371 -0.633
H 0.448 -2.683 1.951
H -1.159 -3.768 3.470
H -3.544 -3.132 3.411
H -4.334 -1.405 1.835
H -2.741 -0.307 0.305
H -0.287 1.414 2.056
H 1.181 2.828 3.436
H 3.633 2.695 3.176
H 4.627 1.144 1.535
H 3.165 -0.279 0.136
O 3.143 -0.940 -3.971
H 4.099 -1.045 -3.901
H 2.878 -1.387 -4.785
*
```

Results
- E_LUMO: -0.11013 hartree
- HOMO: -12.3 eV

Table of natural (NBO) atomic charges, one value per atom, all in e: Cu 0.815; O -1.215; As 1.973; C -0.352; C -0.229; C -0.202; C -0.177; C -0.189; C -0.227; C -0.345; C -0.210; C -0.196; C -0.170; C -0.202; C -0.223; C -0.445; C -0.146; C -0.215; C -0.172; C -0.201; C -0.186; H 0.232; H 0.231; H 0.231; H 0.230; H 0.232; H 0.231; H 0.231; H 0.230; H 0.230; H 0.228; H 0.220; H 0.231; H 0.231; H 0.229; H 0.220; O -0.963; H 0.519; H 0.519

Asked for DFT total energy across the records above, the calculation gives -12327.9105; -77820.3195; -68176.1235; -32926.8137; -79812.2945; -128509.4437 eV in order.